The following is a quantum chemistry calculation of C4H12N2O as an isolated structure in a non-equilibrium geometry, from the OMol25 dataset.

Summary:
M ... 104.2 g/mol
ΔE to the lowest compared entry with this formula, charge and spin ... 5.520 eV
Highest occupied orbital energy ... -7.8492 eV
E ... -344.18217 hartree

```
19
Properties=species:S:1:pos:R:3:forces:R:3
C -0.24286 0.62172 -0.35330 -1.3 2.1 2.5
C 0.63049 0.49298 0.80454 3.5 -2.1 -2.7
C 2.30478 -1.23342 -0.64127 0.0 -0.4 0.1
C -0.94976 -0.59386 -0.88170 -0.1 0.2 0.2
N -0.99008 1.34667 0.88226 -1.4 -0.1 -0.8
N -2.34187 1.10406 1.19948 -0.1 -0.1 -0.2
O 2.06846 0.08529 -0.31315 -0.3 0.3 1.1
H -0.78071 2.33469 0.98437 -0.1 -0.2 -0.4
H 0.04434 1.36552 -1.09493 0.0 -0.2 0.1
H -2.87697 0.95804 0.34564 0.0 0.0 0.2
H -2.40240 0.27243 1.77784 0.0 0.1 -0.1
H 1.19033 1.30830 1.24385 -0.3 0.0 -0.2
H 0.55875 -0.43905 1.36107 -0.1 0.3 0.1
H 3.38662 -1.41938 -0.74160 -0.1 -0.1 0.1
H 1.85084 -1.52893 -1.60935 0.0 0.0 0.1
H 1.92196 -1.95848 0.11405 0.1 0.2 -0.2
H -1.88216 -0.32436 -1.38165 0.1 0.0 -0.1
H -1.18697 -1.30500 -0.09214 0.1 0.0 0.1
H -0.30278 -1.08723 -1.60403 0.0 0.0 0.0
```
Forces are in eV/Å.

Atom charges from the Mulliken analysis, given in e for atoms 1 to 2: 0.436, -0.198